# 1
Here is C18H36AlClCs2F7Li2N2O14 as an isolated structure from the OMol25 dataset. Energies are from ωB97M-V/def2-TZVPD.

The geometry in XYZ format:
```
83
C18H36AlClCs2F7Li2N2O14, DFT ωB97M-V/def2-TZVPD
Cs -2.6590 2.2126 2.7993
Cs 9.5266 -0.7458 -5.8713
Cl 5.5817 2.6126 -8.8232
Al -3.4835 3.1039 9.4938
F -2.2894 1.9231 9.7498
F -9.1947 -0.9466 -2.8227
F -9.6602 -2.5722 -1.4788
F -9.7779 -0.5172 -0.7868
F -4.2215 3.5010 10.9561
F -4.6332 2.4944 8.4061
F -2.7626 4.4815 8.8170
O 7.0353 2.5192 -8.8831
O 6.8829 -0.6943 -7.6709
O 4.7420 0.0926 0.2434
O -7.7411 1.7001 -0.7754
O 5.5291 -1.2669 -6.1424
O 5.0200 1.6090 -9.6887
O -11.8158 -2.1644 -3.1580
O 7.4494 -0.2675 -5.5219
O -12.4449 -1.0616 -1.2254
O 5.1796 2.3562 -7.4522
O 5.1674 3.9207 -9.2292
O -5.6110 2.4544 -0.6183
O -2.4836 1.7074 5.8261
O -6.0248 0.2945 -1.0726
N 5.9166 -0.8674 1.9023
N 3.6077 0.8453 3.7554
C -12.7789 -2.1980 -0.4671
C 1.7674 -0.2816 2.5548
C 7.0398 -1.5543 2.5163
C 6.6787 -0.7109 -6.3730
C -0.2123 -0.1062 4.0073
C 8.0911 -0.0445 -8.0960
C 0.8833 -0.9929 3.5601
C -11.5122 -1.2122 -2.3327
C 6.8963 -0.8250 -0.3047
C -0.2665 0.7041 5.3552
C 4.5178 -0.0205 -4.3080
C 5.1080 -1.3378 -4.7628
C -10.0323 -1.3327 -1.8473
C -6.3538 1.4826 -0.8259
C -1.3700 1.6302 4.9307
C 2.3151 1.0205 3.1064
C -11.7988 -2.5381 0.6530
C 5.7713 -0.5027 0.6431
Li 0.1698 -1.2301 1.1355
Li 2.8070 -0.2627 0.7903
H -12.9722 -3.0646 -1.1071
H -1.6577 1.1589 3.9727
H 4.3572 -2.1219 -4.7246
H -11.5229 -0.1738 -2.7464
H 5.2670 0.7695 -4.3067
H 7.8198 -1.7642 1.7939
H 5.9374 -1.6509 -4.1282
H 7.0464 -1.9031 -0.3512
H -1.0802 -0.7485 4.1175
H -13.7345 -1.9426 0.0024
H 5.1361 -0.6269 2.5009
H -11.4397 -1.6330 1.1418
H 0.4410 -1.8170 3.0167
H 7.8124 -0.3336 0.0199
H -12.2873 -3.1755 1.3964
H 0.6112 1.1940 5.7361
H -0.9682 2.6626 4.7872
H 1.5940 1.5381 3.7268
H 3.9841 1.7476 4.0037
H -2.9771 0.8930 5.7096
H 8.9543 -0.4630 -7.5759
H -8.0104 0.7904 -0.9638
H -10.9362 -3.0850 0.2832
H 8.0155 1.0310 -7.9207
H 3.5074 0.2983 4.5971
H 3.7232 0.2926 -4.9828
H 8.2097 -0.2052 -9.1609
H 4.1136 -0.1155 -3.3000
H 2.5057 1.6813 2.2708
H -0.5906 0.0621 6.1511
H 6.6434 -0.4650 -1.2976
H 7.4461 -0.9323 3.3126
H 6.6937 -2.4917 2.9509
H 2.6233 -0.9367 2.4351
H 1.4037 -1.4627 4.3829
H -0.4308 0.5454 3.1669
```

Computed properties:
Max |F|   10.392 eV/Å
Highest occupied orbital energy   -3.12 eV
DFT total energy   -90535.095 eV
Total charge   -1
HOMO-LUMO gap   1.132 eV

Atomic partial charges in e from the Löwdin method, atoms 1 to 8:
1. Cs 1.45
2. Cs 1.68
3. Cl 0.64
4. Al -0.18
5. F -0.21
6. F 0.12
7. F 0.11
8. F 0.10



# 2
Here is a 4-piece molecular cluster, C18H36F3N4O10Si overall from the OMol25 dataset. Energies are from ωB97M-V/def2-TZVPD.

The geometry in XYZ format:
```
72
C18H36F3N4O10Si, DFT ωB97M-V/def2-TZVPD
Si 2.4255 2.3460 -2.5174
F -3.0602 1.2446 -3.3221
F -0.9664 0.4849 -3.0615
F -2.6027 -0.4770 -1.8674
O 1.6158 -6.1564 -1.3663
O 0.8732 -2.7469 3.3006
O 0.5338 -0.5474 3.7395
O 0.6642 -1.1874 1.6661
O 1.0762 -8.2814 -1.9560
O -4.4415 3.7019 2.4834
O -0.3475 -6.6955 -2.3695
O -4.2213 3.9749 0.2411
O -2.0544 1.7243 -1.3640
O -4.3207 5.7431 1.5012
N 0.8622 4.3618 -3.5015
N 0.9057 3.3185 -2.6759
N -0.2585 3.1048 -2.0215
N -0.3301 4.9779 -3.4868
C -0.7341 -5.3311 -2.2402
C -0.6970 2.0675 -1.0480
C -3.0691 6.3323 3.5029
C 0.9201 -2.2157 0.7092
C 0.8636 -6.9642 -1.8548
C 2.3182 -8.7512 -1.4154
C 2.5941 0.9378 -3.8030
C -4.3466 4.4049 1.5108
C 2.0154 -0.9732 5.6220
C 2.7134 1.6794 -0.7206
C -4.1435 2.5555 0.1181
C -2.1494 0.7415 -2.3667
C 2.2471 -8.8591 0.0960
C 0.5831 -0.8159 5.1483
C 0.6994 -1.6115 2.9430
C 3.8827 3.5885 -2.8156
C -4.4061 6.3731 2.7877
C -1.0687 4.1896 -2.5314
H -3.1137 6.8949 4.4369
H -2.1445 4.3708 -2.2077
H 2.4858 -1.8502 5.1726
H 3.7158 0.7410 -3.9596
H 0.2619 -3.0727 0.8605
H -0.7355 2.5848 -0.0226
H 4.5536 3.6115 -1.9015
H 1.3911 -9.4681 0.3970
H 0.0013 1.1864 -0.9230
H 2.1169 -7.8774 0.5562
H 2.3666 2.5405 -0.0407
H 3.4412 4.6412 -2.9227
H 2.0532 -1.0817 6.7072
H -2.2831 6.7539 2.8709
H -3.1935 2.2014 0.5178
H 0.7284 -1.8069 -0.2845
H 3.1462 -8.1128 -1.7356
H 2.4912 -9.7408 -1.8423
H -4.9790 2.0656 0.6213
H 0.0285 -4.6623 -2.6443
H 3.8258 1.5173 -0.5759
H 2.1016 0.7387 -0.5056
H 2.6133 -0.1060 5.3301
H -5.1987 5.9198 3.3888
H -4.1899 2.3095 -0.9408
H -2.7760 5.3059 3.7339
H 0.1277 0.0419 5.6468
H -0.9330 -5.0996 -1.1917
H -0.0222 -1.6918 5.3968
H -1.6533 -5.1872 -2.8084
H 3.1593 -9.3067 0.4944
H 1.9668 -2.5202 0.7626
H 2.1635 1.2138 -4.8296
H 2.1626 -0.0642 -3.4435
H -4.6912 7.4114 2.6096
H 4.4350 3.3595 -3.7880
```

Computed properties:
Max |F|   5.962 eV/Å
Highest occupied orbital energy   -12.46 eV
DFT total energy   -61707.073 eV
Total charge   +1
HOMO-LUMO gap   7.583 eV

Atomic partial charges in e from the Löwdin method, atoms 1 to 8:
1. Si 0.59
2. F 0.12
3. F 0.12
4. F 0.15
5. O 0.11
6. O 0.14
7. O 0.03
8. O -0.03



# 3
Here is C18H36FeGeNO8 as an isolated structure from the OMol25 dataset. Energies are from ωB97M-V/def2-TZVPD.

The geometry in XYZ format:
```
65
C18H36FeGeNO8, DFT ωB97M-V/def2-TZVPD
Ge -1.5682 -1.2109 -1.3047
Fe 0.4587 0.1924 0.0316
O -1.7546 0.4455 -0.4078
O 0.0970 -0.3875 -1.8368
O 2.0815 -0.5482 0.6072
O -0.5445 -1.6229 0.2292
O -0.4876 0.6055 1.9285
O 1.1194 1.9529 -0.0835
O 4.1557 0.1049 0.0571
O 0.3598 3.9192 0.6862
N 2.2019 1.5697 2.5156
C -0.2123 1.4388 3.0644
C 1.0974 2.9597 0.7612
C 1.2144 1.1935 3.5014
C 0.1597 -1.5369 -3.9604
C -0.4827 -2.8531 0.9887
C 2.2124 -1.3655 -2.5546
C 3.2270 0.0601 0.8284
C 0.8475 -3.5339 0.7019
C 1.2469 0.6914 -3.6148
C -1.6332 -3.7537 0.5642
C -2.6939 1.4835 -0.8154
C 3.3217 0.7236 2.2207
C 2.1298 2.8645 1.8949
C -1.9245 2.6660 -1.3685
C -0.6053 -2.5074 2.4638
C -3.6411 0.9440 -1.8800
C -3.4759 1.8708 0.4315
C 0.9414 -0.6614 -2.9939
H 1.8812 0.5772 -4.4954
H 0.8908 -3.8692 -0.3369
H -0.8865 1.1701 3.8813
H 1.8788 3.6484 2.6153
H -0.7767 -1.0621 -4.2623
H 2.7856 -0.7744 -1.8424
H 1.3393 0.1292 3.7027
H -2.6007 -3.2780 0.7429
H -2.8323 2.3897 1.1497
H 0.9760 -4.4064 1.3458
H -1.1833 3.0348 -0.6642
H 0.2299 -1.8818 2.7784
H -0.0751 -2.5085 -3.5195
H 3.1038 3.0874 1.4532
H -2.6084 3.4876 -1.5935
H -3.0926 0.6164 -2.7665
H -4.2902 2.5549 0.1889
H 1.9802 -2.3240 -2.0849
H -1.3768 0.7465 1.5628
H -0.3848 2.4856 2.8079
H 1.3699 1.7304 4.4523
H 2.8477 -1.5498 -3.4230
H -1.5694 -4.0107 -0.4949
H -1.5313 -1.9635 2.6577
H 1.7653 1.3312 -2.8984
H -0.6015 -3.4181 3.0653
H 3.3725 -0.0874 2.9501
H -4.3241 1.7358 -2.1915
H -3.9006 0.9854 0.9095
H 0.7559 -1.7122 -4.8567
H -1.6042 -4.6830 1.1353
H 1.6735 -2.8461 0.8695
H -4.2392 0.1053 -1.5165
H 0.3218 1.1889 -3.9121
H -1.4063 2.3891 -2.2895
H 4.2636 1.2766 2.2235
```

Computed properties:
Energy relative to the best compared isomer or geometry (same formula, charge and spin)   6.0 kcal/mol
Max |F|   0.665 eV/Å
Highest occupied orbital energy (spin up / spin down)   -8.16 / -8.18 eV
DFT total energy   -128026.869 eV
2S+1   6
Total charge   0
HOMO-LUMO gap (spin up / spin down)   8.690 / 7.361 eV

Atomic partial charges in e from the Löwdin method, atoms 1 to 8:
1. Ge 1.04
2. Fe 1.10
3. O -0.40
4. O -0.40
5. O -0.14
6. O -0.40
7. O -0.12
8. O -0.11